[1]
# C27H44N3O5Si4W

A molecular structure, C27H44N3O5Si4W (ωB97M-V/def2-TZVPD, the OMol25 dataset).

Computed properties:
Energy relative to the best compared isomer or geometry (same formula, charge and spin) in eV: 0.9785
Charge: +1
LUMO energy (spin up / spin down) in eV: -3.458 / -3.553
2S+1: 3
Kohn-Sham gap (spin up / spin down) in eV: 6.8 / 7.1

Each line ends with the Mulliken spin population.
Positions of all 84 atoms, in Å:
1 W -0.36 0.54 -0.38  1.774
2 O 1.03 3.64 -0.31  0.000
3 C 1.18 2.64 -0.97  0.052
4 O 1.52 1.47 -0.47  0.095
5 C 1.04 2.68 -2.51  -0.012
6 C 1.22 1.30 -3.14  0.015
7 C 1.28 1.41 -4.67  0.000
8 C -0.20 1.65 -5.03  0.001
9 C -0.84 1.71 -3.64  0.015
10 O -0.09 0.71 -2.91  0.010
11 C -0.42 3.03 -2.95  0.000
12 C -1.38 3.23 -1.78  -0.012
13 O -2.19 4.13 -1.75  0.016
14 O -1.34 2.25 -0.91  0.011
15 H 1.76 3.42 -2.87  -0.001
16 H 1.99 0.68 -2.70  -0.004
17 H 1.67 0.50 -5.11  0.000
18 H 1.93 2.24 -4.97  0.000
19 H -0.61 0.81 -5.60  0.000
20 H -0.37 2.56 -5.59  0.000
21 H -1.90 1.49 -3.61  0.001
22 H -0.48 3.89 -3.61  0.000
23 N -1.13 -2.48 -1.62  0.010
24 C -2.15 -1.55 -1.80  0.029
25 C -3.20 -1.93 -2.64  -0.023
26 C -4.27 -1.09 -2.84  0.035
27 C -4.28 0.11 -2.15  -0.018
28 C -3.24 0.41 -1.31  0.080
29 N -2.14 -0.38 -1.12  0.030
30 C 0.23 -2.35 -1.55  0.038
31 C 1.00 -3.45 -1.95  -0.005
32 C 2.36 -3.43 -1.84  -0.002
33 C 2.96 -2.27 -1.34  0.004
34 C 2.16 -1.23 -0.97  -0.010
35 N 0.79 -1.23 -1.04  0.037
36 H -1.40 -3.37 -2.01  -0.001
37 H -3.15 -2.89 -3.13  0.001
38 H -5.08 -1.36 -3.50  0.001
39 H -5.09 0.82 -2.26  0.000
40 H -3.27 1.32 -0.74  0.006
41 H 0.48 -4.33 -2.33  0.000
42 H 2.96 -4.28 -2.14  0.000
43 H 4.03 -2.18 -1.24  0.001
44 H 2.59 -0.31 -0.60  0.004
45 C 2.83 -0.36 4.27  -0.001
46 Si 2.74 0.35 2.52  0.013
47 C 2.66 2.23 2.57  0.005
48 C 4.28 -0.18 1.55  0.003
49 Si 0.72 -0.58 1.55  -0.151
50 Si -1.45 1.69 1.70  -0.139
51 C -1.37 3.57 1.82  0.005
52 C -0.70 1.10 3.38  0.006
53 C -3.28 1.15 1.92  0.025
54 Si -0.13 -2.61 2.53  0.019
55 C -1.92 -2.68 1.87  0.002
56 C -0.22 -2.62 4.42  0.000
57 C 0.89 -4.08 1.92  0.002
58 H 3.71 0.04 4.79  0.000
59 H 2.92 -1.45 4.27  0.001
60 H 1.95 -0.10 4.86  0.000
61 H 3.67 2.65 2.59  0.001
62 H 2.14 2.59 3.46  0.000
63 H 2.15 2.64 1.70  -0.002
64 H 5.17 0.06 2.12  0.000
65 H 4.35 0.35 0.59  0.000
66 H 4.30 -1.25 1.34  0.000
67 H -0.33 3.92 1.84  0.001
68 H -1.87 3.90 2.73  -0.001
69 H -1.85 4.06 0.97  0.000
70 H 0.35 1.36 3.50  0.002
71 H -0.81 0.02 3.54  0.007
72 H -1.24 1.59 4.20  -0.002
73 H -3.64 0.39 1.23  -0.003
74 H -3.94 2.02 1.83  0.001
75 H -3.40 0.76 2.93  0.003
76 H -2.59 -2.20 2.59  0.002
77 H -2.27 -3.70 1.72  0.000
78 H -2.00 -2.14 0.93  0.020
79 H -0.90 -1.85 4.78  0.000
80 H 0.75 -2.45 4.89  0.000
81 H -0.59 -3.59 4.76  0.000
82 H 0.85 -4.17 0.84  0.000
83 H 0.53 -5.01 2.36  0.000
84 H 1.94 -3.96 2.21  0.000

[2]
# C13H19N3OS

C13H19N3OS in the gas phase (ωB97M-V/def2-TZVPD, the OMol25 dataset).

Computed properties:
Energy relative to the best compared isomer or geometry (same formula, charge and spin) in eV: 0.0279
SMILES: COc1ccc(NC(=S)NC2CCCCC2)cn1
LUMO energy in eV: 0.641
Kohn-Sham gap in eV: 8.7

Each line ends with the Mulliken charge.
Positions of all 37 atoms, in Å:
1 C -2.92 -3.08 3.11  -0.644
2 O -2.50 -1.93 3.82  -0.384
3 C -1.45 -1.27 3.31  0.368
4 C -0.98 -0.14 4.00  -0.571
5 C 0.09 0.54 3.47  -0.558
6 C 0.68 0.10 2.27  0.618
7 N 1.76 0.81 1.76  -0.126
8 C 2.18 0.96 0.47  0.224
9 S 3.63 1.72 0.21  -0.419
10 N 1.39 0.51 -0.52  -0.077
11 C 1.69 0.69 -1.93  -0.633
12 C 1.12 2.01 -2.46  -0.764
13 C -0.40 1.99 -2.50  -0.601
14 C -0.90 0.82 -3.34  -0.694
15 C -0.37 -0.50 -2.79  -0.495
16 C 1.16 -0.49 -2.73  -0.992
17 C 0.16 -1.05 1.70  -0.707
18 N -0.88 -1.71 2.20  -0.434
19 H -2.12 -3.81 3.05  0.296
20 H -3.77 -3.48 3.66  0.242
21 H -3.23 -2.81 2.09  0.289
22 H -1.46 0.16 4.91  0.432
23 H 0.49 1.42 3.97  0.392
24 H 2.33 1.32 2.42  0.265
25 H 0.44 0.27 -0.30  0.291
26 H 2.79 0.73 -2.00  0.525
27 H 1.51 2.18 -3.46  0.422
28 H 1.48 2.83 -1.83  0.323
29 H -0.77 2.93 -2.92  0.346
30 H -0.80 1.91 -1.48  0.301
31 H -1.99 0.80 -3.36  0.343
32 H -0.54 0.94 -4.37  0.320
33 H -0.70 -1.33 -3.42  0.329
34 H -0.79 -0.67 -1.79  0.254
35 H 1.55 -0.43 -3.74  0.426
36 H 1.52 -1.42 -2.28  0.356
37 H 0.60 -1.51 0.83  0.739

[3]
# C6H11N4

A gas-phase ion, C6H11N4 (charge +1) (ωB97M-V/def2-TZVPD, the OMol25 dataset).

Computed properties:
Energy relative to the best compared isomer or geometry (same formula, charge and spin) in eV: 5.1608
Charge: +1
LUMO energy in eV: -4.480
Kohn-Sham gap in eV: 7.0

Each line ends with the Mulliken charge.
Positions of all 21 atoms, in Å:
1 C 2.77 0.36 -0.73  -0.858
2 C 1.47 0.37 -1.14  -0.119
3 C 2.87 0.21 0.64  0.005
4 C -0.52 -0.15 0.43  0.050
5 C -2.76 -0.49 0.59  -0.981
6 C -1.49 0.06 -1.64  -0.921
7 N 0.72 0.21 0.08  0.235
8 N 1.61 0.13 1.13  0.394
9 N -1.62 -0.16 -0.24  0.171
10 N 1.14 0.14 2.33  -1.246
11 H 3.54 0.48 -1.38  0.510
12 H 1.01 0.55 -2.12  0.303
13 H 3.70 0.13 1.22  0.498
14 H -0.69 -0.20 1.58  0.544
15 H -3.41 -1.00 -0.12  0.349
16 H -2.53 -1.13 1.35  0.470
17 H -3.19 0.50 1.07  0.312
18 H -0.84 1.04 -1.93  0.346
19 H -1.02 -0.91 -2.16  0.361
20 H -2.51 0.00 -2.02  0.361
21 H 1.76 -0.15 3.05  0.217

[4]
# C5H10N

A gas-phase ion, C5H10N (charge +1) (ωB97M-V/def2-TZVPD, the OMol25 dataset).

Computed properties:
Energy relative to the best compared isomer or geometry (same formula, charge and spin) in eV: 4.3910
Charge: +1
LUMO energy in eV: -3.854
Kohn-Sham gap in eV: 10.4

Each line ends with the Mulliken charge.
Positions of all 16 atoms, in Å:
1 C 0.46 1.84 -0.23  -0.270
2 C 1.26 1.00 0.33  -0.144
3 C -0.70 0.14 -0.44  -0.236
4 C -1.98 0.22 0.27  -1.171
5 C 1.22 -1.45 -0.22  -0.922
6 N 0.54 -0.23 0.35  0.074
7 H 0.59 2.82 -0.73  0.346
8 H 2.26 1.07 0.81  0.361
9 H -0.83 -0.22 -1.43  0.360
10 H -2.38 -0.94 0.02  0.318
11 H -2.59 0.93 -0.21  0.370
12 H -1.91 0.42 1.39  0.346
13 H 0.63 -2.32 -0.39  0.373
14 H 1.47 -1.18 -1.29  0.367
15 H 1.99 -1.65 0.47  0.382
16 H -0.01 -0.47 1.29  0.444

[5]
# C5H12N2O2

C5H12N2O2 in the gas phase (ωB97M-V/def2-TZVPD, the OMol25 dataset).

Computed properties:
Energy relative to the best compared isomer or geometry (same formula, charge and spin) in eV: 1.4261
SMILES: CC(C)(N)COC(N)=O
LUMO energy in eV: 0.804
Kohn-Sham gap in eV: 10.2

Each line ends with the Mulliken charge.
Positions of all 21 atoms, in Å:
1 C -0.64 1.66 0.24  -1.584
2 C -0.18 0.52 -0.69  1.861
3 C 0.07 1.06 -2.10  -1.837
4 N -1.16 -0.56 -0.80  -0.717
5 C 1.13 -0.08 -0.14  -1.106
6 O 0.99 -0.52 1.21  -0.426
7 C 0.72 -1.97 1.41  0.416
8 N -0.04 -1.84 2.50  -0.364
9 O 1.10 -2.86 0.72  -0.521
10 H -0.83 1.29 1.24  0.307
11 H 0.12 2.44 0.30  0.345
12 H -1.56 2.11 -0.15  0.406
13 H -0.84 1.50 -2.50  0.422
14 H 0.84 1.84 -2.09  0.374
15 H 0.38 0.26 -2.76  0.432
16 H -1.34 -0.98 0.11  0.205
17 H -2.03 -0.20 -1.16  0.296
18 H 1.93 0.66 -0.17  0.378
19 H 1.42 -0.93 -0.77  0.458
20 H 0.16 -0.73 2.60  0.418
21 H -0.26 -2.68 3.01  0.238

[6]
# C28H32FeN8O2S4

A molecular structure, C28H32FeN8O2S4 (ωB97M-V/def2-TZVPD, the OMol25 dataset).

Computed properties:
Energy relative to the best compared isomer or geometry (same formula, charge and spin) in eV: 0.0000
Charge: +1
LUMO energy (spin up / spin down) in eV: -2.866 / -5.113
2S+1: 6
Kohn-Sham gap (spin up / spin down) in eV: 7.3 / 5.0

Each line ends with the Mulliken spin population.
Positions of all 75 atoms, in Å:
1 Fe -0.01 0.72 -0.79  3.760
2 C -2.58 1.85 2.89  0.018
3 C -2.02 1.91 1.53  -0.002
4 N -1.28 0.85 1.09  0.226
5 N -1.35 -0.20 1.91  0.251
6 C -0.83 -1.38 1.43  -0.041
7 S 0.21 -1.57 0.13  0.247
8 S -1.23 -2.96 2.11  0.015
9 C -2.21 -2.47 3.59  0.005
10 C -1.35 -2.14 4.76  -0.001
11 C -0.07 -2.69 4.90  0.003
12 C 0.78 -2.20 5.86  -0.001
13 C 0.37 -1.25 6.78  0.001
14 C -0.93 -0.76 6.72  -0.001
15 C -1.80 -1.23 5.74  0.001
16 C -2.31 3.06 0.72  0.093
17 C -2.92 4.21 1.24  -0.050
18 C -2.93 5.47 0.55  0.075
19 C -2.32 5.51 -0.68  0.023
20 C -1.75 4.38 -1.25  0.005
21 C -1.81 3.11 -0.67  0.111
22 O -1.44 2.04 -1.33  0.115
23 H -2.18 1.00 3.47  -0.001
24 H -3.67 1.79 2.86  0.000
25 H -2.30 2.76 3.46  0.000
26 H -2.81 -3.34 3.85  0.001
27 H -2.89 -1.64 3.41  -0.003
28 H 0.20 -3.48 4.21  0.001
29 H 1.85 -2.54 5.87  0.000
30 H 1.08 -0.86 7.49  0.000
31 H -1.29 0.07 7.33  0.000
32 H -2.81 -0.80 5.58  0.000
33 H -3.38 4.15 2.24  -0.008
34 H -3.41 6.35 0.99  0.003
35 H -2.19 6.47 -1.21  0.002
36 H -1.19 4.46 -2.21  -0.002
37 N 2.19 0.22 2.05  -0.002
38 C 2.62 1.16 1.21  0.006
39 N 1.95 1.46 0.07  0.032
40 C 2.64 2.37 -0.70  0.005
41 C 3.83 2.74 -0.16  0.001
42 S 4.08 2.04 1.41  0.005
43 C 2.13 2.65 -2.01  0.036
44 C 2.39 3.60 -2.96  0.002
45 S 1.42 3.42 -4.38  0.003
46 C 0.77 1.97 -3.65  0.023
47 N 1.18 1.70 -2.40  -0.015
48 N -0.19 1.28 -4.26  0.005
49 H 1.47 -0.45 1.67  0.009
50 H 2.60 0.10 2.97  -0.001
51 H 4.52 3.45 -0.63  0.000
52 H 3.09 4.40 -2.84  0.000
53 H -0.52 1.60 -5.14  0.000
54 H -0.52 0.42 -3.81  0.002
55 C -1.75 -2.92 -3.05  0.000
56 N -0.30 -3.07 -3.35  0.004
57 C 0.11 -4.35 -3.98  0.001
58 C 1.62 -4.54 -3.92  0.000
59 C 2.38 -3.26 -4.14  0.000
60 N 1.91 -2.28 -3.15  0.000
61 C 2.90 -1.36 -2.56  0.002
62 C 0.53 -2.04 -3.01  0.011
63 O 0.05 -0.93 -2.64  0.020
64 H -2.38 -3.52 -3.69  0.000
65 H -2.00 -1.85 -3.13  0.001
66 H -1.98 -3.22 -2.01  0.000
67 H -0.24 -4.34 -5.01  0.000
68 H -0.47 -5.13 -3.42  0.000
69 H 1.88 -5.28 -4.68  0.000
70 H 1.85 -4.93 -2.88  0.000
71 H 2.22 -2.88 -5.18  0.000
72 H 3.41 -3.46 -3.93  0.000
73 H 3.83 -1.92 -2.48  0.001
74 H 2.54 -0.98 -1.59  0.006
75 H 3.07 -0.46 -3.18  0.000

Question: energy relative to the best compared isomer or geometry (same formula, charge and spin) of number 3 (C6H11N4)?
Answer: 5.1608 eV

Question: The lowest energy relative to the best compared isomer or geometry (same formula, charge and spin) belongs to which entry?
Answer: C28H32FeN8O2S4

Question: Which formula does entry 3 have?
Answer: C6H11N4

Please write out number 4 again, unchanged.
# C5H10N

A gas-phase ion, C5H10N (charge +1) (ωB97M-V/def2-TZVPD, the OMol25 dataset).

Computed properties:
Energy relative to the best compared isomer or geometry (same formula, charge and spin) in eV: 4.3910
Charge: +1
LUMO energy in eV: -3.854
Kohn-Sham gap in eV: 10.4

Each line ends with the Mulliken charge.
Positions of all 16 atoms, in Å:
1 C 0.46 1.84 -0.23  -0.270
2 C 1.26 1.00 0.33  -0.144
3 C -0.70 0.14 -0.44  -0.236
4 C -1.98 0.22 0.27  -1.171
5 C 1.22 -1.45 -0.22  -0.922
6 N 0.54 -0.23 0.35  0.074
7 H 0.59 2.82 -0.73  0.346
8 H 2.26 1.07 0.81  0.361
9 H -0.83 -0.22 -1.43  0.360
10 H -2.38 -0.94 0.02  0.318
11 H -2.59 0.93 -0.21  0.370
12 H -1.91 0.42 1.39  0.346
13 H 0.63 -2.32 -0.39  0.373
14 H 1.47 -1.18 -1.29  0.367
15 H 1.99 -1.65 0.47  0.382
16 H -0.01 -0.47 1.29  0.444